{"formula": "C2H7N4S", "method": "wB97M-V/def2-TZVPD", "elements": ["C", "C", "N", "N", "N", "N", "S", "H", "H", "H", "H", "H", "H", "H"], "xyz": [[0.703345, 1.068011, 0.660729], [-0.739553, 0.766725, 0.315521], [1.544994, 0.421750, -0.013594], [-0.565284, -0.085876, -0.921825], [-1.390870, 0.130175, 1.383886], [0.841038, -0.386778, -0.963178], [-1.007017, 0.825568, -2.516835], [1.002992, 1.740895, 1.442026], [-1.290503, 1.673819, 0.045009], [-0.958906, -0.708081, 1.742443], [-2.386350, 0.030014, 1.281000], [1.220967, -0.233186, -1.917426], [1.021992, -1.380505, -0.733468], [-1.839436, -0.128516, -2.922208]], "forces_ev_per_angstrom": [[-0.82, -0.26, -0.50], [0.15, -0.52, -0.56], [1.57, 0.28, 0.25], [0.68, -2.07, 2.89], [-0.10, 0.21, 0.56], [-0.73, -0.49, 0.18], [-0.61, 2.56, -3.35], [0.20, 0.12, 0.21], [0.02, 0.01, -0.03], [-0.02, -0.04, -0.10], [-0.10, 0.00, 0.03], [0.06, 0.21, 0.27], [-0.06, 0.42, -0.05], [-0.24, -0.43, 0.21]], "homo_energy_ev": [-11.02, -14.11], "spin_multiplicity": 3, "orbital_gap_ha": [0.27667, 0.23028], "relative_energy_kcal_mol": 68.2, "charge": 1, "e_tot_ev": -18969.829, "lumo_ev": [-3.49, -7.84]}